# 1
{"formula": "C4H6LuO3", "method": "the ωB97M-V functional and the def2-TZVPD basis", "species": ["C", "C", "O", "H", "H", "H", "O", "C", "O", "Lu", "C", "H", "H", "H"], "xyz": [[2.5445, -2.8230, 0.6734], [1.6951, -1.8730, 0.8382], [3.0983, -3.8837, 0.4304], [0.6450, -2.0355, 0.5757], [1.9924, -1.3919, 1.8191], [3.0357, -4.5842, 1.1186], [0.0512, 0.8587, 0.1275], [-0.9532, 0.6830, -0.4720], [-1.9546, 1.5496, -0.6391], [-3.8646, 0.5892, -1.6158], [-1.6172, 2.9971, -0.7052], [-1.4339, 3.3009, 0.3284], [-0.7389, 3.1425, -1.3388], [-2.4999, 3.4704, -1.1404]], "atomic_forces_ev_per_a": [[-1.7, -1.5, -0.9], [1.2, -0.5, 2.4], [1.0, 1.3, 0.0], [0.6, 0.1, -0.2], [-0.4, 0.5, -1.2], [0.0, -0.4, 0.1], [-2.5, -1.2, -2.1], [3.0, 0.5, 2.6], [-2.7, -1.5, -1.8], [1.3, 0.4, 0.6], [0.5, 2.0, 0.4], [-0.1, 0.1, -0.1], [-0.1, -0.2, 0.0], [0.1, 0.2, 0.1]], "s_squared": 0.755, "homo_energy_ev": [-23.820, -23.819], "charge": 4, "de_lowest_kj_mol": 26.5, "e_tot_ha": -1615.10122, "homo_lumo_gap_ha": [0.1272, 0.1175], "spin_multiplicity": 2}

# 2
{"formula": "C28H31CaN5O4S", "method": "the ωB97M-V functional and the def2-TZVPD basis", "species": ["Ca", "C", "C", "C", "C", "C", "C", "C", "C", "C", "C", "H", "H", "H", "H", "H", "H", "H", "H", "H", "H", "H", "H", "H", "H", "H", "C", "C", "N", "N", "C", "S", "N", "N", "H", "H", "H", "H", "H", "H", "O", "C", "O", "C", "O", "O", "N", "C", "C", "C", "C", "C", "C", "C", "C", "C", "C", "C", "C", "C", "H", "H", "H", "H", "H", "H", "H", "H", "H", "H"], "xyz": [[-0.9879, -0.9157, 0.2074], [-3.0151, -1.5014, 1.8596], [-3.0569, -0.1130, 1.7398], [-3.3181, 0.1792, 0.4228], [-3.5773, -0.9844, -0.3159], [-3.3549, -2.0318, 0.6005], [-3.3112, -3.5032, 0.4893], [-4.0901, -1.0628, -1.6627], [-3.5933, 1.5749, -0.0685], [-3.1414, 0.9608, 2.7048], [-2.5296, -2.2482, 3.0371], [-2.3109, -3.8517, 0.6846], [-3.4990, -3.8481, -0.5436], [-4.0519, -3.9823, 1.1457], [-3.7054, -0.3171, -2.3706], [-5.1876, -0.8584, -1.7050], [-3.8107, -2.0294, -2.1077], [-4.2660, 2.2260, 0.5409], [-3.9895, 1.5134, -1.0860], [-2.7246, 2.1799, -0.1974], [-2.6252, 1.8409, 2.4188], [-2.6185, 0.7574, 3.6424], [-4.1492, 1.1864, 3.0004], [-3.1880, -3.1191, 3.2454], [-2.6531, -1.7188, 3.9877], [-1.5269, -2.6186, 2.9415], [-0.8111, -0.0202, -5.5139], [0.5869, 0.4867, -5.6899], [1.3387, 0.3813, -6.7277], [2.5260, 0.9187, -6.3514], [2.5049, 1.4782, -5.0767], [3.6095, 2.5595, -4.2611], [1.2733, 1.0950, -4.6228], [0.6543, 1.5550, -3.4519], [-1.0147, -0.6041, -6.4320], [-1.4680, 0.8609, -5.5433], [-0.9630, -0.7193, -4.7079], [3.0853, 1.1554, -7.1426], [0.1940, 0.7442, -2.9913], [1.3999, 1.9196, -2.8963], [0.6230, -2.1899, -3.6653], [0.0461, -2.0302, -2.5983], [-0.4574, -0.8892, -2.1386], [-0.3145, -3.3039, -1.7057], [-0.1771, -4.4070, -2.2019], [-0.6553, -3.0077, -0.5145], [0.4837, 0.0557, 1.8059], [1.5998, 0.5034, 2.1470], [2.4147, -0.0006, 3.3896], [2.0269, 0.4134, 4.6692], [2.7815, 0.0698, 5.7963], [3.9081, -0.7155, 5.6982], [4.2939, -1.2001, 4.4355], [3.5593, -0.8171, 3.3011], [2.3502, 1.6182, 1.4127], [3.6243, 2.0875, 1.7913], [4.2600, 3.0124, 0.9930], [3.6567, 3.5378, -0.1376], [2.3607, 3.1291, -0.4372], [1.7160, 2.1715, 0.2967], [1.1838, 1.0881, 4.7718], [2.5041, 0.5175, 6.7187], [4.4913, -0.9021, 6.6519], [5.1159, -1.8838, 4.3921], [3.8669, -1.1364, 2.2629], [4.1494, 1.6827, 2.6308], [5.2227, 3.4070, 1.1709], [4.0397, 4.3313, -0.7591], [1.9417, 3.5372, -1.3471], [0.7502, 1.7950, -0.0330]], "atomic_forces_ev_per_a": [[0.4, -0.1, -0.1], [0.0, 0.7, 0.0], [0.2, -0.2, -0.3], [-1.4, 1.8, -1.2], [0.7, -0.3, 1.7], [0.1, -0.5, 0.6], [-0.7, -0.8, -1.5], [-0.7, 0.0, -2.0], [-0.8, 0.1, -0.5], [1.1, -0.1, 2.4], [-1.6, -1.0, 1.1], [0.2, -0.4, 0.3], [-0.1, 0.1, 0.3], [0.2, 0.0, 0.0], [0.4, 0.0, 0.3], [0.4, -0.6, 0.0], [-0.5, 0.1, 0.0], [0.1, -0.8, -0.2], [-0.3, 0.1, 0.1], [1.1, 0.5, 0.1], [0.2, 1.1, -0.8], [0.0, -0.5, 0.2], [-0.8, 0.3, 0.0], [0.4, 0.0, -0.4], [0.5, 0.5, -0.3], [0.7, -0.2, 0.1], [0.2, 0.3, -2.1], [-0.4, -0.4, 2.1], [-0.3, -0.3, 0.2], [0.0, 0.8, 0.9], [0.0, 0.5, -0.1], [-1.0, -1.3, -1.0], [0.3, 0.1, -1.5], [-0.6, -0.5, -0.7], [0.0, 0.3, 0.3], [-0.1, -0.4, 0.5], [0.2, 0.3, 0.7], [0.8, 0.4, 0.4], [0.4, -0.1, 0.0], [0.6, 0.2, 0.6], [0.1, 0.5, 0.2], [-1.4, 0.6, 0.3], [1.0, -0.9, -0.3], [0.8, 0.9, 0.1], [-0.2, -0.5, -0.1], [0.2, -0.2, 0.2], [0.6, -0.1, 0.0], [0.4, -0.4, 0.5], [-0.3, 0.0, 0.2], [0.5, -0.1, -0.3], [-0.4, 0.4, -1.0], [0.8, -0.4, 0.7], [-1.0, 0.6, 0.3], [0.1, -0.3, -1.0], [-0.2, -0.2, 0.3], [-0.8, -0.4, -0.7], [-0.2, 0.9, -1.0], [-1.3, -0.1, 0.4], [0.5, 0.4, -0.9], [0.2, -0.3, 0.1], [-0.1, -0.1, 0.0], [-0.2, 0.1, 0.9], [-0.6, 0.0, -1.4], [0.5, -0.2, -0.3], [-0.2, 0.2, 1.3], [0.0, -0.2, 0.4], [1.1, 0.0, 0.7], [0.7, -0.1, 0.1], [-0.4, 0.0, 0.0], [0.1, 0.0, 0.4]], "homo_energy_ev": -1.934, "charge": -2, "de_lowest_kj_mol": 69.7, "e_tot_ha": -2736.24561, "homo_lumo_gap_ha": 0.2333}

# 3
{"formula": "CH2F3NS2", "method": "the ωB97M-V functional and the def2-TZVPD basis", "species": ["C", "N", "F", "F", "F", "S", "S", "H", "H"], "xyz": [[-1.6016, -0.1403, 0.0538], [1.0978, 0.4410, 0.3261], [-2.4773, 0.3556, -0.8864], [-2.1833, -0.4862, 1.2124], [-0.9849, -1.2303, -0.3404], [2.3035, 0.2095, -0.8384], [-0.1438, 1.5155, 0.0927], [1.6339, 0.4562, 1.1708], [2.3557, -1.1210, -0.7908]], "atomic_forces_ev_per_a": [[1.1, 2.7, -0.3], [1.0, 0.1, 0.2], [0.5, -1.4, 1.4], [-0.2, 1.0, -0.8], [0.0, 0.3, -0.7], [0.5, 0.2, -1.1], [-2.0, -3.1, 0.4], [-0.7, 0.5, 1.0], [-0.2, -0.3, -0.1]], "homo_energy_ev": -9.324, "charge": 0, "smiles": "FC(F)(F)SNS", "de_lowest_kj_mol": 87.7, "e_tot_ha": -1189.96384, "homo_lumo_gap_ha": 0.3416}